[1]
2 unconnected molecules or ions with the total composition C6H15NO in a non-equilibrium geometry, computed with ωB97M-V with the def2-TZVPD basis set.

Geometry (Å):
1 H -0.79 2.66 -1.91
2 N 1.94 -0.98 0.34
3 H -2.45 2.30 -2.29
4 H -1.95 -0.16 -1.57
5 H -1.28 1.86 -3.42
6 C 0.22 0.16 -1.93
7 C 0.06 -0.82 3.26
8 H -0.85 -0.10 1.41
9 H 2.44 -0.22 0.77
10 H 0.72 0.62 1.78
11 H 2.55 -1.61 -0.15
12 H 0.99 0.71 -1.41
13 C -1.18 0.61 -1.50
14 H -1.17 0.79 -0.44
15 C 0.71 -1.41 0.91
16 H -0.64 -0.23 3.86
17 H 0.50 0.36 -2.97
18 O 0.31 -2.50 0.61
19 H -0.30 -1.84 3.26
20 H 0.47 -0.91 -1.87
21 H 1.01 -0.88 3.79
22 C 0.15 -0.31 1.82
23 C -1.44 1.90 -2.33

LUMO level, Ha: 0.0313
HOMO-LUMO gap, eV: 10.646
SMILES string: CCC(N)=O.CCC
DFT total energy, Ha: -367.59454

[2]
C6H15NO in the gas phase in a non-equilibrium geometry, computed with ωB97M-V with the def2-TZVPD basis set.

Geometry (Å):
1 H -1.74 -1.89 2.29
2 H 0.50 -1.22 1.00
3 C 1.73 1.38 -1.77
4 H -1.74 0.92 0.89
5 H -1.38 -2.32 -0.71
6 H 1.81 0.64 -2.62
7 H -0.15 1.86 1.20
8 H -2.24 -3.19 1.48
9 C -0.82 1.42 0.43
10 H 2.12 2.58 0.19
11 H -1.09 2.13 -0.28
12 H -2.02 -0.78 0.07
13 C 1.39 0.81 -0.40
14 H 2.69 2.00 -1.70
15 O 1.96 1.69 0.54
16 C -0.07 0.29 -0.32
17 H -0.55 -3.08 1.75
18 C -1.51 -2.55 1.40
19 H 2.04 -0.07 -0.14
20 N 0.02 -1.16 0.15
21 C -1.36 -1.67 0.20
22 H 0.85 2.05 -2.15
23 H -0.44 0.15 -1.51

LUMO level, Ha: 0.0358
HOMO-LUMO gap, eV: 9.754
SMILES string: CCN[C@@H](C)[C@@H](C)O
DFT total energy, Ha: -367.50897

[3]
A molecular structure, C6H15NO in a non-equilibrium geometry, computed with ωB97M-V with the def2-TZVPD basis set.

Geometry (Å):
1 O 1.92 -0.63 -1.94
2 H 1.26 1.60 2.53
3 H -1.57 -0.48 1.34
4 H -0.09 -2.29 -2.78
5 C 0.47 2.35 2.48
6 C 1.51 -1.89 -1.44
7 H 0.67 0.67 0.53
8 H -1.41 2.45 1.68
9 H -0.88 -1.10 -0.05
10 H 1.05 -0.18 -1.87
11 C 0.02 -2.11 -1.71
12 H 1.54 -1.86 -0.32
13 H -2.28 0.05 -0.12
14 H -0.31 -3.02 -1.18
15 H -1.50 -0.54 -1.96
16 N -0.69 1.76 1.83
17 H -0.42 1.83 -0.25
18 H 2.15 -2.70 -1.83
19 C -1.32 -0.05 0.36
20 C -0.80 -0.94 -1.25
21 C -0.33 1.10 0.56
22 H 0.83 3.24 1.93
23 H 0.18 2.72 3.48

LUMO level, Ha: 0.0275
HOMO-LUMO gap, eV: 7.884
DFT total energy, Ha: -367.37316

[4]
2 unconnected molecules or ions with the total composition C6H15NO in a non-equilibrium geometry, computed with ωB97M-V with the def2-TZVPD basis set.

Geometry (Å):
1 H 1.38 0.19 1.36
2 H 1.64 2.09 -0.58
3 C -0.30 -1.73 -0.56
4 H 0.53 3.75 1.10
5 H -0.27 0.39 1.07
6 C 0.71 0.37 0.54
7 H -1.28 -1.30 -0.64
8 H -1.26 2.48 -0.29
9 O -3.23 -4.53 1.15
10 H 1.88 -1.30 -2.25
11 C 0.75 1.83 0.02
12 H 1.96 0.47 -1.81
13 H 2.14 2.94 1.24
14 H 0.83 2.28 2.17
15 C 1.04 2.80 1.25
16 H -0.18 -2.41 -1.40
17 H -3.50 -3.61 1.25
18 H -3.79 -4.83 0.42
19 C 0.76 -0.64 -0.55
20 N -0.43 2.16 -0.74
21 C 1.59 -0.53 -1.59
22 H -0.35 -2.36 0.33
23 H -0.63 1.51 -1.49

LUMO level, Ha: 0.0271
HOMO-LUMO gap, eV: 9.453
SMILES string: C=C(C)C[C@H](C)N.O
DFT total energy, Ha: -367.54785

[5]
C6H15NO in the gas phase in a non-equilibrium geometry, computed with ωB97M-V with the def2-TZVPD basis set.

Geometry (Å):
1 C -1.55 0.52 0.83
2 H 0.53 -2.44 -0.87
3 H 0.51 1.23 -0.70
4 H -0.15 -0.93 1.14
5 C 1.00 0.73 0.15
6 H -2.12 2.47 1.95
7 H 1.76 -0.06 -2.34
8 C 0.66 -1.85 -1.79
9 H 0.29 0.45 2.05
10 H -1.71 0.22 -0.20
11 N 1.89 -0.42 -0.25
12 H 2.81 -1.55 -1.69
13 H 2.06 -1.17 0.49
14 H -0.29 -1.35 -2.11
15 C 1.88 -0.91 -1.63
16 H -1.09 2.73 0.41
17 H 1.04 -2.61 -2.49
18 O -2.29 0.00 1.91
19 H -1.98 -0.96 2.17
20 H 1.61 1.50 0.72
21 C -0.09 0.16 1.09
22 C -1.89 2.05 0.85
23 H -2.86 2.18 0.30

LUMO level, Ha: 0.0317
HOMO-LUMO gap, eV: 8.837
SMILES string: CCNCC[C@H](C)O
DFT total energy, Ha: -367.52566

[6]
2 unconnected molecules or ions with the total composition C6H15NO in a non-equilibrium geometry, computed with ωB97M-V with the def2-TZVPD basis set.

Geometry (Å):
1 C 0.60 -0.61 -1.97
2 H -3.03 0.09 -1.01
3 H -0.10 -1.45 -1.92
4 H 0.38 -0.14 1.45
5 H 3.25 -0.38 2.54
6 C 1.61 1.08 -0.32
7 H -1.13 1.22 -0.23
8 H -2.81 -1.13 -0.08
9 H 0.90 1.92 -0.23
10 C -1.44 0.30 0.26
11 H -0.38 -1.51 0.64
12 H 1.76 -0.97 -0.14
13 H -1.88 1.18 2.28
14 C -2.13 0.48 1.48
15 H 2.22 1.00 0.60
16 N -2.27 -0.54 -0.72
17 C -0.09 -0.47 0.52
18 O 2.65 -0.34 1.79
19 C 0.99 -0.28 -0.54
20 H 0.04 0.20 -2.45
21 H -2.90 -0.22 1.78
22 H 1.45 -0.76 -2.60
23 H 2.29 1.34 -1.14

LUMO level, Ha: -0.1280
HOMO-LUMO gap, eV: 3.449
DFT total energy, Ha: -367.35242